[1]
{"formula": "C30H27N3O3STi", "method": "wB97M-V/def2-TZVPD", "e_lumo_ev": -14.0, "relative_energy_kcal_mol": 0.00, "charge": 4, "homo_ha": -0.7314, "species": ["Ti", "C", "O", "C", "N", "C", "C", "C", "C", "C", "C", "C", "C", "C", "C", "C", "C", "N", "C", "N", "C", "C", "O", "C", "C", "C", "C", "C", "C", "H", "H", "H", "H", "H", "H", "H", "H", "H", "H", "H", "H", "H", "H", "H", "H", "H", "H", "H", "C", "S", "O", "C", "C", "C", "C", "C", "C", "H", "H", "H", "H", "H", "H", "H", "H"], "positions_angstrom": [[-0.1049, -0.7782, 0.2529], [-1.2984, 0.6725, -3.6955], [-2.1644, -0.4713, -3.3182], [-1.8057, -0.8566, -2.1570], [-0.8763, -0.1816, -1.5267], [-0.5078, 0.9763, -2.4022], [0.9916, 1.0810, -2.5249], [1.6219, 1.3580, -3.7276], [3.0053, 1.5080, -3.7792], [3.7700, 1.3955, -2.6258], [3.1471, 1.1247, -1.4174], [1.7657, 0.9551, -1.3697], [-2.3431, -2.0500, -1.4954], [-3.3070, -2.9301, -1.9511], [-3.6010, -4.0370, -1.1556], [-2.9182, -4.2311, 0.0471], [-1.9818, -3.2848, 0.4108], [-1.7015, -2.2116, -0.3383], [-1.0861, -3.2495, 1.5732], [-0.4132, -2.1438, 1.7204], [0.6129, -2.3591, 2.7493], [0.3532, -3.8289, 3.1844], [-0.8217, -4.2244, 2.3560], [1.9145, -2.0111, 2.0567], [3.0512, -1.6955, 2.7633], [4.2369, -1.3995, 2.0834], [4.2881, -1.3752, 0.6894], [3.1498, -1.6492, -0.0358], [1.9280, -1.9376, 0.6258], [-1.9595, 1.4694, -4.0193], [-0.6896, 0.3149, -4.5209], [-0.9021, 1.8823, -1.9333], [1.0573, 1.4839, -4.6424], [3.4816, 1.7269, -4.7259], [4.8409, 1.5419, -2.6671], [3.7304, 1.0845, -0.5076], [1.3237, 0.9661, -0.3687], [-3.8052, -2.7635, -2.8983], [-4.3482, -4.7531, -1.4760], [-3.1082, -5.0923, 0.6760], [0.4493, -1.6873, 3.5929], [0.0528, -3.9336, 4.2220], [1.1459, -4.5303, 2.9360], [3.0446, -1.7103, 3.8470], [5.1371, -1.2016, 2.6535], [5.2270, -1.1824, 0.1870], [3.1895, -1.7005, -1.1158], [1.2745, -2.6245, 0.0401], [0.3919, 2.4434, 2.9789], [-1.0984, 1.7362, 2.3068], [-0.3989, 0.6366, 1.2450], [-1.8283, 2.9688, 1.3742], [-1.1128, 3.9366, 0.6470], [-1.8167, 4.9679, 0.0697], [-3.2084, 5.0420, 0.2233], [-3.9099, 4.0783, 0.9378], [-3.2255, 3.0245, 1.5177], [1.0126, 2.8823, 2.2020], [0.9120, 1.6628, 3.5304], [0.0440, 3.2140, 3.6723], [-0.0352, 3.8947, 0.5521], [-1.2948, 5.7391, -0.4810], [-3.7439, 5.8754, -0.2143], [-4.9815, 4.1589, 1.0604], [-3.7530, 2.2830, 2.1062]], "lowdin_charge": [1.24, 0.04, 0.16, -0.27, 0.03, -0.17, -0.18, 0.01, 0.01, -0.01, -0.06, -0.09, -0.11, 0.11, 0.08, 0.11, -0.11, 0.09, -0.27, -0.01, -0.18, 0.07, 0.16, -0.16, 0.03, 0.05, -0.01, -0.03, -0.14, 0.16, 0.14, 0.16, 0.13, 0.14, 0.13, 0.11, 0.07, 0.16, 0.16, 0.16, 0.17, 0.16, 0.16, 0.15, 0.15, 0.14, 0.14, 0.15, -0.17, 1.21, -0.55, -0.45, -0.05, -0.01, 0.03, -0.01, -0.05, 0.08, 0.08, 0.11, 0.12, 0.14, 0.14, 0.14, 0.12]}

***

[2]
{"formula": "C30H28AuN5O4PS", "method": "wB97M-V/def2-TZVPD", "spin_multiplicity": 3, "e_lumo_ev": [-2.6, -5.3], "charge": 1, "homo_ha": [-0.3640, -0.4005], "s_squared": 2.018, "species": ["Au", "N", "C", "C", "C", "C", "C", "C", "S", "O", "O", "N", "C", "N", "C", "C", "C", "N", "H", "H", "H", "H", "H", "H", "H", "H", "H", "C", "C", "C", "C", "C", "C", "P", "C", "C", "C", "C", "C", "C", "C", "C", "C", "C", "C", "C", "H", "H", "H", "H", "H", "H", "H", "H", "H", "H", "H", "H", "H", "H", "N", "C", "C", "O", "O", "H", "H", "H", "H", "H"], "positions_angstrom": [[-1.2528, 0.7595, -0.9976], [2.1351, -7.6838, -2.4611], [2.0636, -6.4646, -1.8763], [2.6372, -5.3398, -2.4996], [2.5524, -4.1004, -1.9168], [1.8521, -3.9508, -0.7160], [1.3169, -5.0575, -0.0583], [1.4166, -6.2996, -0.6387], [1.8007, -2.3517, 0.0121], [2.9161, -1.5724, -0.5452], [3.5362, 1.7422, 1.9223], [0.4709, -1.5513, -0.2405], [-0.7590, -2.0007, 0.1465], [-1.7833, -1.1884, -0.2060], [-3.0217, -1.5990, 0.0623], [-3.2626, -2.7924, 0.7132], [-2.1496, -3.5212, 1.0954], [-0.9080, -3.1405, 0.8183], [2.6690, -7.8214, -3.2992], [1.7976, -8.5016, -1.9881], [3.1512, -5.4557, -3.4452], [3.0246, -3.2471, -2.3825], [0.8266, -4.9388, 0.8961], [0.9990, -7.1625, -0.1356], [-3.8236, -0.9405, -0.2449], [-4.2664, -3.1240, 0.9288], [-2.2530, -4.4470, 1.6502], [-3.5818, 5.1562, 3.9998], [-4.3114, 4.5209, 3.0056], [-3.6709, 3.6785, 2.1086], [-2.2974, 3.4763, 2.2055], [-1.5666, 4.1090, 3.2113], [-2.2118, 4.9501, 4.1038], [-1.4664, 2.4377, 0.9759], [-0.0806, 1.6356, 1.8396], [-0.3570, 0.5517, 2.6751], [0.6900, -0.1335, 3.2689], [2.0067, 0.2392, 3.0322], [2.2761, 1.3207, 2.2034], [1.2311, 2.0234, 1.6094], [-0.7425, 3.4679, -0.3051], [-0.4304, 4.8202, -0.3479], [-0.0228, 5.3616, -1.5602], [0.0334, 4.5668, -2.7019], [-0.3063, 3.2166, -2.6578], [-0.6945, 2.6627, -1.4449], [-4.0821, 5.8110, 4.7009], [-5.3789, 4.6785, 2.9287], [-4.2390, 3.1819, 1.3310], [-0.5010, 3.9380, 3.3037], [-1.6464, 5.4428, 4.8837], [-1.3811, 0.2431, 2.8524], [0.4864, -0.9727, 3.9220], [2.8216, -0.3040, 3.4977], [4.1788, 1.2407, 2.4350], [1.4648, 2.8558, 0.9569], [-0.5066, 5.4398, 0.5379], [0.2328, 6.4108, -1.6230], [0.3223, 5.0141, -3.6450], [-0.3099, 2.6200, -3.5638], [1.8449, 0.3629, -2.4143], [1.6015, -0.4028, -3.6780], [0.0919, -0.7076, -3.8879], [-0.1513, -1.3758, -4.8719], [-0.7201, -0.2418, -3.0199], [2.3445, -0.1900, -1.7105], [0.9048, 0.5635, -2.0367], [2.3198, 1.2490, -2.5631], [2.1482, -1.3408, -3.6293], [1.9714, 0.1729, -4.5215]], "lowdin_charge": [0.97, 0.14, -0.30, -0.01, -0.06, -0.36, -0.08, -0.01, 0.99, -0.42, 0.07, -0.13, -0.47, -0.01, -0.09, -0.02, -0.09, 0.14, 0.11, 0.11, 0.12, 0.10, 0.10, 0.12, 0.12, 0.11, 0.12, -0.07, -0.07, -0.10, -0.36, -0.08, -0.07, 1.04, -0.39, -0.12, -0.08, -0.02, -0.31, -0.02, -0.43, -0.06, -0.07, -0.07, -0.11, -0.34, 0.11, 0.11, 0.10, 0.11, 0.11, 0.11, 0.11, 0.12, 0.11, 0.12, 0.11, 0.11, 0.11, 0.10, 0.18, -0.05, -0.67, 0.06, -0.16, 0.09, 0.06, 0.16, 0.11, 0.13]}

***

[3]
{"formula": "C30H28Br2CrN12OS8", "method": "wB97M-V/def2-TZVPD", "spin_multiplicity": 4, "e_lumo_ev": [-3.3, -5.2], "relative_energy_kcal_mol": 31.93, "charge": 1, "homo_ha": [-0.3445, -0.3241], "s_squared": 3.894, "species": ["Cr", "Br", "C", "C", "C", "N", "C", "C", "C", "C", "C", "Br", "C", "C", "N", "H", "H", "H", "H", "H", "H", "N", "N", "N", "C", "N", "N", "H", "H", "H", "C", "C", "N", "O", "H", "H", "H", "H", "H", "C", "S", "C", "C", "S", "S", "C", "S", "S", "H", "H", "H", "S", "C", "S", "C", "N", "N", "C", "C", "C", "C", "C", "C", "S", "H", "H", "H", "H", "H", "N", "C", "C", "C", "N", "C", "C", "H", "H", "H", "H", "H", "H"], "positions_angstrom": [[-12.0390, -17.0006, 0.8048], [-9.4193, -18.8842, 6.8215], [-10.2619, -18.3341, 5.2160], [-11.0648, -19.2152, 4.5047], [-11.7160, -18.8100, 3.3455], [-11.5463, -17.6077, 2.7905], [-10.7418, -16.7027, 3.4694], [-10.0854, -17.0817, 4.6419], [-10.7898, -15.3540, 2.9392], [-10.0246, -14.2404, 3.3408], [-10.3197, -12.9549, 2.8571], [-9.3947, -11.4634, 3.5112], [-11.4097, -12.8536, 1.9640], [-12.0641, -14.0081, 1.5192], [-11.7106, -15.2215, 1.9141], [-11.2171, -20.2387, 4.9088], [-12.4865, -19.4558, 2.9060], [-9.2489, -16.4601, 5.1068], [-9.2467, -14.4012, 4.1574], [-11.7867, -11.8298, 1.6556], [-12.8609, -13.9418, 0.7667], [-13.3822, -21.7667, -1.7904], [-12.7294, -20.7777, -1.0716], [-11.4600, -20.9313, -0.8119], [-11.1438, -19.7863, -0.2845], [-12.2486, -19.0116, -0.0814], [-13.2677, -19.6310, -0.6662], [-12.7427, -22.1343, -2.5465], [-14.3340, -21.4837, -2.0587], [-10.1790, -19.7052, 0.0883], [-7.6956, -16.3945, 1.1934], [-8.9752, -16.4771, 0.3824], [-9.0866, -15.8349, -0.7884], [-9.8991, -17.2611, 0.7295], [-7.3893, -15.2817, 1.2610], [-6.9013, -16.9782, 0.6981], [-7.9177, -16.8899, 2.1525], [-8.3612, -15.2745, -1.2062], [-9.9764, -15.8966, -1.2287], [-14.6797, -15.7380, -4.9942], [-14.8984, -16.6202, -3.4045], [-13.3406, -17.4610, -3.4665], [-12.2773, -17.1544, -2.6111], [-12.3897, -15.9217, -1.3625], [-10.7269, -17.8752, -3.0510], [-11.2767, -18.8914, -4.3449], [-10.5141, -20.0469, -5.1733], [-12.9560, -18.5834, -4.7332], [-13.9751, -16.3036, -5.5736], [-14.4074, -14.7272, -4.7212], [-15.6699, -15.6535, -5.5752], [-19.7778, -20.8630, 3.2252], [-18.3052, -21.5439, 3.5589], [-17.0132, -21.3044, 2.4989], [-15.9742, -22.3501, 3.3925], [-16.6114, -22.9543, 4.4038], [-17.8934, -22.4255, 4.5435], [-18.5906, -22.9147, 5.6599], [-19.7305, -22.2538, 6.1481], [-20.2769, -22.6216, 7.3577], [-19.8379, -23.8192, 8.0208], [-18.9068, -24.6336, 7.3428], [-18.2088, -24.1530, 6.2517], [-14.3986, -22.4663, 2.8624], [-20.0530, -21.3657, 5.5600], [-20.9332, -21.9198, 7.9237], [-20.0668, -23.9957, 9.0581], [-18.6426, -25.5977, 7.8510], [-17.2220, -24.4940, 5.9247], [-17.7647, -18.1472, 2.8345], [-16.6089, -17.7047, 2.2684], [-15.7075, -16.9053, 2.9873], [-14.4555, -16.6540, 2.4981], [-14.0873, -17.0250, 1.2543], [-15.0091, -17.6382, 0.5020], [-16.2059, -18.0918, 0.9776], [-18.2233, -17.6254, 3.6112], [-18.4524, -18.7172, 2.3218], [-15.8941, -16.5044, 4.0089], [-13.7757, -16.0572, 3.0916], [-14.7536, -17.7755, -0.5544], [-16.7812, -18.7404, 0.3185]], "lowdin_charge": [0.44, 0.80, -0.67, -0.09, -0.09, 0.02, -0.19, -0.04, -0.19, -0.05, -0.69, 0.81, -0.07, -0.12, 0.00, 0.12, 0.12, 0.14, 0.13, 0.14, 0.12, 0.13, -0.25, 0.15, -0.19, -0.03, 0.13, 0.14, 0.11, 0.10, 0.02, -0.50, 0.20, -0.11, 0.12, 0.10, 0.08, 0.13, -0.02, -0.37, 0.78, -1.01, -1.06, 0.58, 0.90, -1.51, 0.58, 0.88, -0.01, 0.03, 0.07, 0.69, -1.06, 0.97, -1.15, 0.08, -0.10, -0.20, -0.06, -0.06, -0.05, -0.08, -0.02, 0.66, 0.04, 0.12, 0.10, 0.12, 0.11, 0.10, -0.32, -0.01, -0.13, -0.05, -0.15, -0.01, 0.13, 0.04, 0.13, 0.11, 0.08, 0.12]}

***

no.,DFT total energy (Ha)
1,-2795.60545
2,-2609.70235
3,-11270.06278